# 1
Formula: C23H28F17IN3O7S2
Source: the Open Molecules 2025 dataset
Level of theory: the ωB97M-V functional and the def2-TZVPD basis

Results
total charge	+1
strongest force on any atom	0.8	eV/A
gap between HOMO and LUMO	6.3	eV

Last column: Löwdin charge in e.
Positions of all 81 atoms, in Å:
I: -0.9414 -2.6516 -1.0435  1.36
S: -6.6108 -0.7605 0.5070  0.78
S: 1.0194 3.6642 -1.5640  0.72
F: -5.1036 -0.4085 0.9533  -0.16
F: -6.4403 -2.2255 1.0647  -0.10
F: -7.0914 -0.3009 1.9319  -0.10
F: -4.3579 2.3380 1.3519  0.17
F: -4.3645 -2.4887 -2.3688  0.11
F: -3.1236 2.4508 -1.1004  0.14
F: -1.6692 1.8674 1.6906  0.16
F: 0.6487 4.2074 -0.1534  -0.10
F: -8.0965 -1.0535 0.0805  -0.10
F: -6.2835 -0.4401 -2.1185  0.15
F: -3.9374 4.3865 0.7285  0.22
F: -6.7605 0.7367 -0.0052  -0.13
F: -6.6694 -2.4628 -1.4598  0.15
F: -4.1043 -2.4534 -0.2136  0.07
F: -3.4641 3.7289 2.7431  0.21
F: -1.2838 3.9820 1.3719  0.17
F: -1.5695 3.9275 -1.0517  0.13
O: 0.2985 4.3417 -2.5721  -0.17
O: -5.0787 1.2850 6.6867  0.09
O: 2.4333 3.5949 -1.5817  -0.18
O: -3.8279 -0.2412 5.8153  0.06
O: 5.5040 -4.2831 0.3407  -0.19
O: 2.7535 1.3506 -3.5261  0.20
O: 3.5951 1.0825 -1.4423  0.01
N: -1.2564 0.3412 -0.8345  0.03
N: -4.7217 0.5801 5.7716  -0.45
N: 5.3692 2.6645 2.0074  0.00
C: 4.0316 -2.2203 -0.9860  -0.18
C: -1.9203 2.7492 -0.5404  -0.35
C: -0.3886 -0.6520 -1.1993  -0.48
C: -3.5233 -0.4948 -1.5081  -0.05
C: -5.4221 0.7209 4.4654  0.04
C: -3.5144 3.3662 1.4636  -0.55
C: 4.7240 -4.6706 -0.7682  -0.24
C: 4.8440 1.8746 0.8879  -0.29
C: -4.4609 -1.6889 -1.2689  -0.47
C: 1.2661 0.9658 -1.7670  0.03
C: 1.8296 -1.4749 -2.1057  -0.17
C: -2.5955 -0.1066 -0.3396  -0.16
C: 5.2356 -4.9997 1.5252  -0.10
C: 0.8873 -0.3778 -1.6913  -0.16
C: 2.6484 1.2130 -2.3440  -0.54
C: -2.0797 2.9615 1.0197  -0.33
C: 4.5490 -3.4754 -1.7027  -0.16
C: -0.8950 1.6625 -0.9338  0.00
C: 5.3488 2.4618 -0.4239  -0.16
C: 4.8623 1.7449 -1.6832  -0.12
C: -5.9869 -1.3499 -1.1889  -0.44
C: 0.3763 1.9841 -1.3859  -0.05
C: 2.4991 -2.1921 -0.8872  -0.19
H: 2.2383 -1.6234 0.0105  0.12
H: 5.7170 -5.9827 1.5272  0.09
H: 4.7449 2.6348 2.8018  0.06
H: 5.5058 -3.2784 -2.1875  0.12
H: -6.1837 1.4858 4.5630  0.10
H: 6.4382 2.3855 -0.4220  0.13
H: -4.1075 0.3752 -1.7999  0.13
H: 2.1129 -3.2049 -0.7872  0.08
H: 4.3966 -1.3391 -1.5136  0.10
H: 4.1603 -5.1429 1.6780  0.08
H: 3.7508 1.8354 0.8997  0.10
H: 5.2368 0.8583 0.9862  0.11
H: 4.7601 2.4507 -2.5058  0.13
H: -2.4453 -0.9027 0.3841  0.09
H: 3.8438 -3.7603 -2.4907  0.12
H: -5.8584 -0.2434 4.2266  0.09
H: 1.2950 -2.1841 -2.7403  0.09
H: 5.1025 3.5248 -0.4723  0.11
H: 5.4635 3.6384 1.7472  0.06
H: 5.5896 0.9968 -1.9990  0.13
H: 5.6294 -4.4237 2.3610  0.09
H: 3.7515 -5.0710 -0.4548  0.11
H: 4.4695 -2.1857 0.0118  0.11
H: -3.0708 0.6771 0.2248  0.09
H: 2.6248 -1.0701 -2.7252  0.12
H: 5.2494 -5.4588 -1.3204  0.13
H: -4.6741 0.9967 3.7295  0.08
H: -2.9215 -0.7500 -2.3800  0.12

# 2
Formula: C23H28F3FeN7OS2
Source: the Open Molecules 2025 dataset
Level of theory: the ωB97M-V functional and the def2-TZVPD basis

Results
⟨S²⟩	0.78
total charge	+1
strongest force on any atom	4.0	eV/A
gap between HOMO and LUMO (spin up / spin down)	4.7 / 7.9	eV
2S+1	2

Last column: Mulliken spin population.
Positions of all 65 atoms, in Å:
Fe: 0.5950 -0.0443 0.2252  -0.03
S: -1.7678 -1.1411 -0.0318  0.00
S: 0.7758 -0.2224 2.5695  0.02
F: 1.5199 -7.1063 0.2509  0.00
F: 3.3593 -6.3657 1.1131  0.00
F: 3.1643 -6.5327 -1.0359  0.00
O: -1.1486 2.0651 0.4918  0.00
N: 0.8988 0.2349 -1.7164  0.11
N: 3.1198 0.1892 3.7382  0.04
N: -3.7847 0.0858 1.1273  0.00
N: 2.4504 0.3396 0.2671  0.24
N: 3.1186 0.3417 1.4578  -0.05
N: -3.4500 0.6337 -1.1086  0.00
N: 1.0148 -2.2017 0.0563  0.00
C: 1.9692 -4.8067 0.0452  0.00
C: 4.4606 1.1808 -0.8596  -0.02
C: -5.5547 0.9069 2.5776  0.00
C: 0.6098 -3.0897 0.9709  -0.01
C: 2.5201 1.0689 -3.2632  0.09
C: 1.0334 2.8904 1.2085  0.02
C: 1.5823 1.0076 -4.2830  0.00
C: 0.0029 0.1804 -2.6967  -0.04
C: 2.3844 -3.9071 -0.9183  0.00
C: 1.0588 -4.3964 1.0043  0.00
C: 2.5065 -6.2158 0.0851  0.00
C: -4.4978 1.4344 -1.0294  0.00
C: -3.0656 -0.0580 -0.0288  0.00
C: 2.1457 0.6834 -1.9857  0.10
C: -4.8457 2.1984 -2.2649  0.00
C: 2.4145 0.1067 2.5969  0.07
C: 1.8778 -2.6192 -0.8711  0.01
C: -1.7076 2.9501 1.4472  0.00
C: 0.2394 1.8851 0.4221  0.09
C: -5.2571 1.5836 0.1499  0.00
C: -4.8746 0.8760 1.2507  0.00
C: 3.0386 0.7236 -0.8152  0.18
C: 0.3058 0.5604 -3.9967  0.13
H: 4.8100 1.3113 -1.8783  0.00
H: 0.6976 3.9145 1.0239  0.00
H: -5.7624 2.7717 -2.1497  0.00
H: 2.0831 2.8493 0.9062  -0.02
H: -6.3911 1.5999 2.5615  0.00
H: 1.8498 1.3132 -5.2854  0.00
H: 4.1260 0.1782 3.7461  0.00
H: -5.9287 -0.0852 2.8354  0.00
H: -6.1170 2.2348 0.1858  0.00
H: 2.1727 -1.8943 -1.6177  -0.01
H: 1.0063 2.7313 2.2969  0.01
H: 3.0789 -4.1946 -1.6940  0.00
H: 5.1257 0.4531 -0.3873  0.01
H: -3.4562 -0.4609 1.9129  0.00
H: -1.3472 2.7368 2.4575  0.00
H: -4.0244 2.8758 -2.5037  0.00
H: -4.8569 1.2186 3.3566  0.00
H: 4.0691 0.6799 1.4900  0.00
H: 2.6475 -0.0506 4.5929  0.00
H: -0.9811 -0.1682 -2.4111  0.01
H: -1.5033 3.9980 1.2138  0.00
H: 4.5746 2.1401 -0.3464  0.01
H: -2.7874 2.8007 1.4185  0.00
H: -0.4561 0.5043 -4.7607  0.01
H: 3.5188 1.4263 -3.4657  0.02
H: -0.1131 -2.7343 1.6903  0.00
H: -4.9462 1.5079 -3.1017  0.00
H: 0.6985 -5.0772 1.7628  0.00

# 3
Formula: C23H28F3N3O3S
Source: the Open Molecules 2025 dataset
Level of theory: the ωB97M-V functional and the def2-TZVPD basis

Results
total charge	0
strongest force on any atom	1.0	eV/A
gap between HOMO and LUMO	9.0	eV
ΔE to the lowest compared entry with this formula, charge and spin	0.000	eV

Last column: Löwdin charge in e.
Positions of all 61 atoms, in Å:
S: 1.7473 3.0592 -0.7024  0.67
F: 4.2296 -2.4153 0.6958  0.13
F: 5.8559 -1.3915 -0.2629  0.15
F: 4.9300 -0.5407 1.4822  0.15
O: 2.7803 3.7656 -0.0120  -0.27
O: -0.8502 0.0107 3.2037  0.05
O: 1.1843 3.6184 -1.8945  -0.28
N: -2.2780 -0.1768 1.4792  0.09
N: -0.3939 -2.6907 0.3208  -0.24
N: 0.5061 2.8125 0.3619  -0.23
C: 2.3347 -0.5090 -2.5254  -0.05
C: -1.8642 2.5868 0.7646  -0.12
C: 3.2611 0.8047 -0.2485  0.01
C: 1.8893 0.7701 -2.2294  -0.05
C: -1.5139 0.5349 2.3302  -0.47
C: -0.1816 -3.9184 1.0581  -0.08
C: -1.0781 -1.3172 -1.9971  -0.04
C: 0.8576 2.3446 1.6835  -0.18
C: -3.5521 -0.1375 -2.3557  -0.08
C: -1.3285 -0.5537 -3.1246  -0.08
C: 4.6733 -1.1925 0.3454  -0.59
C: -0.2648 2.6693 2.6666  -0.12
C: 3.2330 -1.1390 -1.6818  0.00
C: -2.3754 -1.6159 1.4940  -0.10
C: 3.6923 -0.4804 -0.5457  -0.11
C: -1.7919 -2.3079 0.2232  -0.25
C: -1.5836 2.0599 2.1755  -0.21
C: -3.3038 -0.9048 -1.2315  -0.06
C: -0.7078 2.2486 -0.1738  -0.18
C: -2.0537 -1.4828 -1.0231  -0.17
C: -2.5592 0.0530 -3.3011  -0.09
C: 2.3579 1.4109 -1.0994  -0.24
C: 0.4998 -1.6490 0.7875  -0.07
H: -4.1032 -1.0725 -0.5230  0.12
H: -0.7897 -4.7117 0.6253  0.09
H: 1.9889 -1.0156 -3.4126  0.11
H: 1.7765 2.8596 1.9637  0.12
H: -0.5615 -0.4383 -3.8758  0.10
H: -0.4185 -3.8326 2.1283  0.09
H: 1.5247 -1.9842 0.6284  0.08
H: -0.6207 1.1565 -0.2937  0.11
H: 0.8671 -4.1973 0.9654  0.09
H: 0.3407 -0.7414 0.2059  0.07
H: -2.8025 2.2113 0.3527  0.11
H: -2.3910 2.3836 2.8447  0.15
H: -2.7857 0.2911 0.7468  0.10
H: -4.5269 0.3062 -2.4967  0.10
H: 1.0370 1.2593 1.6820  0.12
H: -0.1262 -1.8069 -1.8696  0.10
H: -0.0121 2.2522 3.6411  0.12
H: 3.6283 1.3407 0.6120  0.13
H: -0.3698 3.7506 2.7535  0.13
H: 3.5834 -2.1369 -1.8984  0.13
H: 0.3797 -1.4143 1.8529  0.08
H: -2.7507 0.6546 -4.1766  0.10
H: -3.4280 -1.8954 1.6042  0.12
H: -1.9459 3.6738 0.8232  0.13
H: -1.8366 -1.9638 2.3772  0.12
H: 1.1969 1.2958 -2.8676  0.11
H: -2.3486 -3.2467 0.1007  0.15
H: -0.8578 2.6962 -1.1571  0.12